Molecular formula: C2H4BrNO3
Method: DFT, ωB97M-V with the def2-TZVPD basis set

The geometry in ORCA input format:
```
! wB97M-V def2-TZVPD RIJCOSX def2/J DEFGRID3
* xyz 0 1
C 0.099 -0.035 -0.380
C -0.885 0.620 0.474
N -2.641 -1.846 -0.078
O -1.564 -2.393 0.017
O -3.678 -2.383 -0.351
O -2.711 -0.581 0.112
Br -1.612 2.240 0.073
H 1.094 0.092 0.061
H -0.091 -1.120 -0.364
H 0.098 0.335 -1.402
H -0.953 0.335 1.517
*
```

The total energy is -79807.8981 eV. The calculation puts the relative energy (zero: lowest compared OMol25 entry of this formula, charge and spin) at 75.7 kcal per mole.

Molecular formula: C3H3LiMgO2
Method: DFT, ωB97M-V with the def2-TZVPD basis set

The geometry in ORCA input format:
```
! wB97M-V def2-TZVPD RIJCOSX def2/J DEFGRID3
* xyz 0 1
O 1.655 0.466 -0.356
Li 2.710 1.765 -0.803
C -0.026 -0.985 1.137
C -0.153 0.362 0.577
O -0.809 -1.497 -0.163
C -1.284 -0.147 -0.290
H -0.173 1.299 1.148
H -1.307 0.197 -1.338
H -2.292 -0.033 0.142
Mg 1.680 -1.427 -0.054
*
```

The total energy is -12899.1118 eV. The calculation puts the relative energy (zero: lowest compared OMol25 entry of this formula, charge and spin) at 5.5 kcal per mole.

Molecular formula: C25H29N3P2Sc
Method: DFT, ωB97M-V with the def2-TZVPD basis set

The geometry in ORCA input format:
```
! wB97M-V def2-TZVPD RIJCOSX def2/J DEFGRID3
* xyz 1 1
C -0.017 -1.441 -4.457
C 0.296 -0.549 -3.441
C -0.810 0.041 -2.709
C -1.967 -0.771 -2.548
C -2.274 -1.670 -3.568
C -1.335 -1.928 -4.564
C -2.746 -0.579 -1.289
C -2.886 0.896 -1.127
C -1.699 1.666 -1.300
C -1.582 2.876 -0.498
C -2.760 3.543 -0.198
C -3.998 2.916 -0.440
C -4.060 1.573 -0.807
H 0.756 -1.733 -5.175
H -3.262 -2.135 -3.560
H -1.608 -2.542 -5.416
H -3.706 -1.099 -1.294
H -2.711 4.574 0.183
H -4.920 3.480 -0.314
H -5.002 1.016 -0.860
N -0.693 1.291 -2.155
Sc -0.524 -0.764 0.586
C 1.685 -0.290 -2.929
H 1.878 0.789 -2.905
H 2.459 -0.800 -3.520
C -0.229 3.228 0.057
H 0.471 3.382 -0.775
H -0.248 4.134 0.681
P 1.730 -0.898 -1.151
P 0.395 1.760 1.046
C -0.237 2.216 2.708
H 0.206 1.547 3.459
H -0.036 3.269 2.962
H -1.318 2.050 2.718
C 2.149 2.269 1.217
H 2.253 3.233 1.742
H 2.687 1.494 1.776
H 2.614 2.352 0.228
C 1.991 -2.684 -1.505
H 2.803 -2.817 -2.237
H 2.240 -3.228 -0.585
H 1.069 -3.118 -1.908
C 3.448 -0.441 -0.718
H 3.691 -0.798 0.290
H 4.156 -0.889 -1.431
H 3.568 0.649 -0.719
H -2.140 -1.094 -0.285
H -1.577 0.411 1.250
N -1.067 -1.546 6.655
C -0.422 -1.682 5.688
C 0.376 -1.853 4.487
C 1.640 -2.453 4.530
C 2.381 -2.590 3.359
C 1.828 -2.154 2.171
N 0.589 -1.612 2.128
C -0.133 -1.425 3.268
H 2.028 -2.821 5.479
H 3.370 -3.050 3.338
H 2.334 -2.252 1.211
H -1.122 -0.951 3.170
*
```

The total energy is -70135.3157 eV.

Molecular formula: C13H31B2I3N5O18P3S
Method: DFT, ωB97M-V with the def2-TZVPD basis set

The geometry in ORCA input format:
```
! wB97M-V def2-TZVPD RIJCOSX def2/J DEFGRID3
* xyz 0 1
C 3.614 -3.288 -0.066
O 2.467 -2.874 -0.847
C 1.356 -2.499 0.026
C 0.409 -1.567 -0.861
C 0.198 -2.364 -2.277
P -0.113 -4.166 -2.390
O 0.609 -4.756 -3.629
O 0.197 -5.214 -1.127
O -1.792 -4.369 -2.792
O 1.331 -0.596 -1.356
S 2.063 0.615 -0.630
O 3.214 0.070 0.221
O 0.988 1.167 0.533
C -0.289 1.619 0.069
O -0.166 2.510 -1.056
B 0.471 3.755 -0.942
O -0.072 5.039 -0.561
O 1.879 3.825 -1.336
P -0.821 2.720 1.545
O 0.675 3.303 2.244
I -1.699 1.648 3.549
C -1.337 0.499 -0.502
O -1.162 0.479 -1.970
B -2.269 0.611 -2.819
O -2.436 1.895 -3.521
O -3.210 -0.390 -3.323
P -3.170 0.983 -0.428
O -3.864 0.764 1.141
I -3.528 3.451 -0.669
C -0.969 -1.068 -0.124
C -0.935 -1.164 1.462
C -0.719 -2.455 2.319
N -1.110 -3.813 1.901
C -2.129 -2.095 -0.560
C -3.542 -2.121 0.120
O -4.541 -1.855 -0.618
I -4.251 -2.597 2.107
H 3.375 -3.629 0.994
H 4.386 -2.443 -0.123
H 4.081 -4.174 -0.638
H 1.732 -1.910 0.948
H 0.902 -3.439 0.458
H 1.109 -2.212 -2.977
H -0.629 -1.833 -2.888
H -0.509 -5.896 -1.014
H -2.289 -4.628 -1.982
H -1.017 5.110 -0.810
H 1.880 3.340 -2.200
H 0.431 3.716 3.107
H -1.578 2.055 -3.971
H -2.725 -0.810 -4.072
H -4.772 0.431 0.951
H -1.957 -0.736 1.803
H -0.204 -0.416 1.960
H -1.221 -2.269 3.347
H 0.412 -2.521 2.599
H -1.745 -4.231 2.606
H -0.291 -4.452 1.916
H -1.704 -3.160 -0.404
H -2.354 -2.089 -1.693
C 0.486 9.022 -2.721
O 0.893 10.007 -3.319
N -0.836 8.749 -2.574
N 1.319 8.116 -2.152
H -1.190 7.947 -2.088
H -1.486 9.399 -2.983
H 2.307 8.283 -2.239
H 1.004 7.299 -1.656
C 2.855 -2.364 4.756
O 1.676 -2.536 4.479
N 3.398 -2.771 5.930
N 3.722 -1.750 3.912
H 4.362 -2.639 6.176
H 2.785 -3.231 6.583
H 3.356 -1.432 3.028
H 4.692 -1.599 4.119
*
```

The total energy is -122650.3030 eV.

Molecular formula: C21H42FN2O7PS2
Method: DFT, ωB97M-V with the def2-TZVPD basis set

The geometry in ORCA input format:
```
! wB97M-V def2-TZVPD RIJCOSX def2/J DEFGRID3
* xyz 0 3
C 3.211 -1.129 1.592
P 2.108 -1.424 0.186
O 2.867 -0.580 -1.013
C 0.683 -0.291 0.543
O 1.071 0.883 1.270
S -0.292 1.551 1.778
O -0.029 2.346 2.907
O -0.975 2.094 0.662
O -0.944 0.156 2.201
C -0.521 -0.859 1.333
F -1.524 -1.101 0.437
S -0.255 -2.354 2.308
H 4.149 -1.634 1.392
H 2.757 -1.493 2.507
H 3.408 -0.063 1.697
H 2.419 0.243 -1.203
H 0.288 -0.055 -0.448
H 0.069 -3.122 1.267
C -2.365 4.790 3.041
C -3.150 4.701 4.361
C -3.544 3.252 4.634
C -4.609 2.738 3.666
C -5.834 3.654 3.658
C -5.516 5.141 3.473
N -4.373 5.560 4.341
O -4.771 5.834 5.539
C -5.218 5.448 1.993
C -6.745 5.963 3.838
C -2.206 5.200 5.446
H -1.367 4.387 3.187
H -2.804 4.216 2.228
H -2.260 5.825 2.715
H -3.922 3.166 5.658
H -2.649 2.628 4.579
H -4.199 2.641 2.657
H -4.914 1.733 3.963
H -6.522 3.346 2.868
H -6.368 3.523 4.604
H -4.871 6.475 1.880
H -6.130 5.338 1.407
H -4.482 4.787 1.545
H -7.115 5.729 4.834
H -7.539 5.747 3.125
H -6.529 7.031 3.797
H -1.912 6.234 5.261
H -1.308 4.582 5.443
H -2.649 5.142 6.438
C 1.646 -4.683 -4.919
C 2.587 -4.181 -3.808
C 3.048 -2.759 -4.117
C 4.003 -2.695 -5.308
C 5.195 -3.635 -5.110
C 4.817 -5.066 -4.717
N 3.774 -5.073 -3.645
O 4.305 -4.932 -2.475
C 4.338 -5.856 -5.949
C 6.058 -5.788 -4.207
C 1.773 -4.201 -2.523
H 0.679 -4.189 -4.820
H 1.994 -4.468 -5.926
H 1.482 -5.757 -4.833
H 3.546 -2.341 -3.237
H 2.170 -2.135 -4.302
H 3.480 -2.935 -6.238
H 4.368 -1.673 -5.425
H 5.792 -3.673 -6.024
H 5.840 -3.214 -4.334
H 3.953 -6.832 -5.650
H 5.176 -6.022 -6.625
H 3.572 -5.348 -6.528
H 6.550 -5.241 -3.405
H 6.768 -5.892 -5.027
H 5.810 -6.784 -3.840
H 1.432 -5.212 -2.292
H 0.894 -3.567 -2.640
H 2.333 -3.826 -1.672
*
```

The total energy is -73444.0693 eV.

Molecular formula: C6H13N
Method: DFT, ωB97M-V with the def2-TZVPD basis set

The geometry in ORCA input format:
```
! wB97M-V def2-TZVPD RIJCOSX def2/J DEFGRID3
* xyz -1 2
C -1.072 -2.343 2.144
C 0.136 -1.606 1.563
C 0.130 -1.343 0.051
C 0.801 -0.065 -0.334
C 0.143 0.965 -0.878
N 0.646 2.236 -1.079
C 0.058 3.079 -2.119
H -0.764 -3.348 2.439
H -1.440 -1.852 3.046
H -1.931 -2.448 1.475
H 1.040 -2.127 1.887
H 0.276 -0.639 2.060
H -0.896 -1.396 -0.314
H 0.616 -2.186 -0.458
H 1.850 0.036 -0.085
H -0.908 0.891 -1.121
H 1.657 2.257 -1.048
H -0.519 2.494 -2.845
H 0.824 3.597 -2.707
H -0.648 3.797 -1.675
*
```

The total energy is -7920.4768 eV. The calculation puts the relative energy (zero: lowest compared OMol25 entry of this formula, charge and spin) at 20.2 kcal per mole.

Molecular formula: C4H13NOS
Method: DFT, ωB97M-V with the def2-TZVPD basis set

The geometry in ORCA input format:
```
! wB97M-V def2-TZVPD RIJCOSX def2/J DEFGRID3
* xyz -1 2
C 2.625 -1.068 0.546
C 1.294 -0.383 0.071
C 0.791 0.701 1.131
C -0.515 1.533 0.871
S -2.091 0.412 0.740
N 1.497 0.352 -1.221
H 3.448 -0.397 0.721
H 2.599 -1.622 1.556
H 2.795 -1.841 -0.196
H 0.582 -1.162 -0.167
H 1.500 1.569 1.326
H 0.639 0.015 1.971
H -0.553 2.021 -0.161
H -0.669 2.247 1.660
H -2.380 1.332 -0.225
H 0.589 0.517 -1.654
H 2.174 -0.063 -1.822
H -1.754 -2.187 -2.837
H -1.693 -1.230 -1.457
O -1.183 -1.619 -2.214
*
```

The total energy is -18729.6704 eV. The calculation puts the relative energy (zero: lowest compared OMol25 entry of this formula, charge and spin) at 25.8 kcal per mole.

Molecular formula: C2H28HfO19
Method: DFT, ωB97M-V with the def2-TZVPD basis set

The geometry in ORCA input format:
```
! wB97M-V def2-TZVPD RIJCOSX def2/J DEFGRID3
* xyz 2 1
Hf -1.964 1.672 -0.646
C 0.352 0.499 -0.337
O -0.535 0.153 -1.095
O 1.458 -0.124 0.012
O 0.016 1.579 0.133
H 1.598 -0.940 -0.519
C -3.872 -0.901 -0.094
O -5.066 -0.699 0.361
O -3.545 -2.193 -0.357
O -2.938 -0.051 -0.203
H -4.273 -2.776 -0.171
O 0.097 -2.705 -2.642
H -0.025 -1.838 -2.967
H -0.650 -2.803 -2.073
O 2.948 -0.132 2.560
H 3.419 -0.522 1.785
H 2.928 0.790 2.349
O -2.668 0.895 -2.582
H -3.270 1.304 -3.206
H -2.651 -0.067 -2.901
O -0.262 2.771 3.047
H -0.119 2.026 3.663
H 0.624 2.866 2.623
O 2.217 -2.727 -0.986
H 1.385 -2.839 -1.537
H 2.716 -2.148 -1.556
O 2.941 -3.245 1.521
H 2.128 -3.384 1.972
H 2.696 -2.952 0.622
O -0.627 2.730 -2.068
H 0.290 2.406 -2.155
H -0.802 3.087 -2.968
O -2.114 1.383 1.612
H -2.972 1.324 2.067
H -1.590 1.990 2.174
O -1.664 3.669 0.313
H -2.120 4.266 0.921
H -0.895 4.254 0.114
O 2.335 2.512 1.603
H 3.249 2.680 1.833
H 2.225 2.613 0.630
O 0.748 -1.661 2.614
H 0.214 -1.498 1.850
H 1.575 -1.305 2.377
O 3.045 -0.741 -2.733
H 3.319 -1.247 -3.460
H 3.852 -0.342 -2.425
O -1.050 -2.288 0.533
H -1.954 -2.248 0.209
H -0.750 -3.093 0.185
*
```

The total energy is -42726.6858 eV. The calculation puts the relative energy (zero: lowest compared OMol25 entry of this formula, charge and spin) at 22.9 kcal per mole.

Molecular formula: C5H8N
Method: DFT, ωB97M-V with the def2-TZVPD basis set

The geometry in ORCA input format:
```
! wB97M-V def2-TZVPD RIJCOSX def2/J DEFGRID3
* xyz 1 1
C -0.035 -0.043 -0.191
C 0.865 0.276 0.837
C -0.025 -1.330 -0.993
C -0.861 -1.536 0.136
C 0.941 1.639 1.349
N -1.579 -1.301 -1.208
H -0.436 0.808 -0.708
H 1.584 -0.404 1.312
H 0.840 -1.738 -1.640
H -0.055 2.100 1.643
H 1.076 2.434 0.446
H 1.544 1.887 2.230
H -2.064 -0.597 -1.617
H -1.794 -2.195 -1.596
*
```

The total energy is -6791.5328 eV. The calculation puts the relative energy (zero: lowest compared OMol25 entry of this formula, charge and spin) at 151.2 kcal per mole.

Molecular formula: C33H33IN10O4S2Zr
Method: DFT, ωB97M-V with the def2-TZVPD basis set

The geometry in ORCA input format:
```
! wB97M-V def2-TZVPD RIJCOSX def2/J DEFGRID3
* xyz 0 1
Zr 12.346 12.551 10.752
O 16.028 12.461 9.659
C 15.256 11.512 9.636
N 14.197 11.314 10.538
C 14.368 10.177 11.322
O 15.346 9.453 11.308
C 13.276 9.987 12.289
C 13.595 9.363 13.517
C 12.541 9.170 14.423
C 11.277 9.677 14.093
C 11.100 10.272 12.861
N 12.099 10.608 12.048
C 15.378 10.481 8.502
C 16.304 10.854 7.538
C 16.701 10.003 6.540
C 16.005 8.755 6.502
C 15.038 8.469 7.485
N 14.689 9.318 8.480
H 14.649 9.209 13.734
H 12.574 8.606 15.384
H 10.394 9.612 14.740
H 10.114 10.550 12.542
H 16.713 11.849 7.673
H 17.471 10.233 5.823
H 16.044 8.054 5.660
H 14.441 7.578 7.413
N 12.578 11.914 6.224
C 12.580 12.347 7.489
S 11.202 11.934 8.529
N 13.565 13.132 7.898
N 13.396 13.633 9.137
C 14.161 14.631 9.578
C 14.021 15.140 10.939
C 15.021 16.304 11.378
C 14.504 17.691 11.501
C 13.171 17.867 11.422
C 12.190 16.841 11.322
C 12.546 15.522 11.107
O 11.658 14.561 10.930
H 11.944 11.228 5.850
H 13.312 12.256 5.664
H 15.032 14.984 9.012
H 15.998 16.260 10.864
H 15.079 18.614 11.688
H 12.772 18.899 11.428
H 11.136 17.154 11.419
N 10.162 12.430 11.221
C 8.996 12.467 11.381
N 7.749 12.640 11.591
C 6.777 11.843 11.330
N 5.825 11.201 11.045
I 11.079 13.390 14.626
C 12.917 14.247 13.906
C 13.466 15.389 14.541
C 14.620 15.925 14.064
C 15.268 15.561 12.784
C 14.527 14.270 12.115
N 13.409 13.696 12.810
H 12.941 15.854 15.397
H 14.965 16.767 14.612
H 16.358 15.284 12.885
H 15.273 13.518 11.776
C 5.510 8.350 9.249
C 6.487 7.941 8.150
C 7.707 8.870 7.977
S 9.216 8.417 8.968
O 8.814 7.776 10.247
C 9.930 7.064 8.012
C 10.954 6.255 8.788
C 11.655 6.959 9.954
H 4.556 7.890 9.042
H 5.406 9.445 9.284
H 5.863 8.053 10.213
H 5.939 7.810 7.182
H 6.842 6.917 8.350
H 7.517 9.914 8.373
H 8.060 8.990 6.921
H 10.436 7.531 7.145
H 9.127 6.371 7.644
H 11.732 5.848 8.111
H 10.429 5.360 9.184
H 12.170 7.909 9.675
H 12.447 6.289 10.335
H 10.898 7.201 10.739
*
```

The total energy is -88898.2939 eV. The calculation puts the relative energy (zero: lowest compared OMol25 entry of this formula, charge and spin) at 45.8 kcal per mole.